Record 1
{"formula": "C5H20FN10O5", "method": "ωB97M-V/def2-TZVPD", "e_homo_ev": -5.14, "total_charge": -1, "e_tot_ev": -33368.1858, "species": ["F", "C", "O", "N", "N", "H", "H", "H", "H", "C", "O", "N", "N", "H", "H", "H", "H", "C", "O", "N", "N", "H", "H", "H", "H", "C", "O", "N", "N", "H", "H", "H", "H", "C", "O", "N", "N", "H", "H", "H", "H"], "xyz": [[0.16376, 0.36813, 0.04100], [1.39788, 3.70761, 4.09735], [1.53592, 4.53026, 4.96854], [0.55760, 3.92090, 3.13556], [1.99985, 2.57388, 3.90895], [-0.10356, 4.66892, 3.28864], [0.63893, 3.27331, 2.36477], [2.89902, 2.25839, 4.24371], [1.54327, 2.06237, 3.16734], [-3.90462, -2.29381, -4.12944], [-4.50950, -1.21882, -4.32799], [-2.62559, -2.45548, -3.80822], [-4.54364, -3.44391, -4.32797], [-2.10181, -3.28724, -4.04045], [-2.14010, -1.73110, -3.29863], [-4.03984, -4.25757, -4.00510], [-5.49148, -3.47696, -4.67526], [-4.68287, -0.40690, 2.40697], [-5.82891, -0.34395, 2.94226], [-3.60671, -0.66904, 2.97872], [-4.48574, -0.36270, 1.09956], [-3.53758, -0.68994, 3.98614], [-2.78310, -0.61172, 2.39693], [-3.54483, -0.16344, 0.79120], [-5.25175, -0.70614, 0.53798], [4.39652, 4.50721, -1.90659], [5.34498, 5.30848, -2.10103], [3.12736, 4.58830, -2.15096], [4.54231, 3.33438, -1.23230], [2.95279, 5.47045, -2.61077], [2.62139, 4.11570, -1.41561], [5.34749, 3.25515, -0.62773], [3.77226, 2.70628, -1.05170], [2.89094, -4.71431, -0.01684], [3.71884, -5.58065, -0.14208], [1.61782, -4.83935, -0.05981], [3.24645, -3.47952, 0.04848], [1.05795, -3.99927, -0.09003], [1.23667, -5.76356, 0.08394], [2.42886, -2.90983, -0.11616], [4.14270, -3.24431, -0.35338]], "forces_ev_per_angstrom": [[0.01, -0.04, 0.20], [0.48, 2.38, 1.71], [0.89, 0.85, 2.13], [-2.75, 0.65, -2.85], [2.02, -4.10, -0.51], [0.04, -0.38, -0.68], [-1.19, 0.83, -0.45], [-0.47, 0.42, 0.18], [0.90, -0.81, 0.29], [-2.66, 2.87, -1.48], [1.36, -1.07, 0.84], [2.35, 0.35, 0.96], [-0.26, -2.22, -0.09], [-0.31, 0.23, 0.20], [-0.07, 0.04, -0.36], [-0.81, -0.21, -0.24], [0.42, 0.07, 0.20], [-7.58, 0.23, -0.43], [1.93, -0.10, -0.71], [6.14, -0.85, 4.48], [-0.76, 0.64, -2.79], [0.11, 0.20, -0.29], [0.35, -0.31, 0.82], [-0.50, -0.34, -0.85], [0.51, 0.60, -0.34], [4.62, -0.15, 1.74], [-2.21, -1.40, -0.23], [-2.46, 2.07, -1.98], [2.26, -1.32, 1.24], [-1.32, -0.12, 0.36], [-1.10, 0.89, -0.73], [-0.12, -0.16, -0.26], [0.26, 0.11, -0.11], [3.22, -1.70, -0.92], [1.06, -2.59, 0.23], [-5.16, -1.68, 0.18], [0.82, 4.91, 0.27], [-0.47, -0.74, 0.23], [-0.26, 0.45, -0.15], [1.06, 1.33, 0.03], [-0.33, 0.18, 0.16]], "lowdin_charge": [-0.964, -0.822, 0.024, 0.154, 0.169, 0.125, 0.110, 0.121, 0.105, -0.719, -0.008, 0.154, 0.137, 0.104, 0.121, 0.096, 0.113, -0.777, -0.039, 0.175, 0.148, 0.132, 0.124, 0.109, 0.116, -0.715, -0.012, 0.152, 0.121, 0.123, 0.121, 0.104, 0.103, -0.849, 0.028, 0.171, 0.167, 0.118, 0.125, 0.108, 0.126]}

---

Record 2
{"formula": "H14O7", "method": "ωB97M-V/def2-TZVPD", "e_homo_ev": -11.18, "total_charge": 0, "e_tot_ev": -14560.9836, "species": ["O", "H", "H", "O", "H", "H", "O", "H", "H", "O", "H", "H", "O", "H", "H", "O", "H", "H", "O", "H", "H"], "xyz": [[-3.27180, -0.87198, -0.05355], [-3.83560, -0.70356, 0.75008], [-3.11770, 0.04298, -0.39223], [-2.52321, 1.70569, -0.47566], [-1.55643, 1.68361, -0.25885], [-2.54182, 2.18446, -1.32485], [-0.94889, -1.25053, 1.28506], [-1.86335, -1.13213, 0.81868], [-0.59446, -0.32381, 1.23926], [3.25725, -0.87308, -0.21456], [3.70158, -0.67716, -1.07511], [2.38729, -1.32430, -0.44619], [2.63870, 1.70098, 0.50550], [2.84718, 1.64272, 1.44332], [2.95359, 0.83898, 0.12832], [0.06048, 1.16508, -0.13343], [0.23957, 0.47037, -0.76052], [0.92554, 1.51289, 0.20203], [0.74830, -1.59465, -0.78683], [0.63016, -2.42301, -1.36367], [0.13780, -1.64423, 0.02755]], "forces_ev_per_angstrom": [[-0.93, 0.54, 1.27], [0.65, -0.35, -1.25], [0.07, -0.17, 0.08], [0.37, 0.51, -0.64], [-0.38, -0.12, -0.05], [-0.16, -0.29, 0.55], [-0.82, 1.31, -0.90], [1.51, -0.41, 0.61], [-0.37, -0.93, 0.18], [0.07, 0.01, -1.31], [-0.54, -0.49, 0.98], [0.73, 0.63, 0.19], [0.12, -0.20, -0.18], [0.06, 0.00, -0.02], [-0.23, 0.24, 0.49], [-0.05, 0.75, 0.79], [0.37, -0.54, -0.40], [-0.17, -0.28, -0.38], [-0.56, -1.83, -0.81], [-0.01, 1.90, 1.58], [0.28, -0.27, -0.81]], "lowdin_charge": [-0.085, 0.092, 0.014, -0.083, 0.012, 0.068, -0.117, 0.035, 0.043, -0.102, 0.075, 0.019, -0.073, 0.060, 0.015, -0.070, 0.029, 0.037, -0.124, 0.114, 0.040]}

---

Repeat the second record exactly.
{"formula": "H14O7", "method": "ωB97M-V/def2-TZVPD", "e_homo_ev": -11.18, "total_charge": 0, "e_tot_ev": -14560.9836, "species": ["O", "H", "H", "O", "H", "H", "O", "H", "H", "O", "H", "H", "O", "H", "H", "O", "H", "H", "O", "H", "H"], "xyz": [[-3.27180, -0.87198, -0.05355], [-3.83560, -0.70356, 0.75008], [-3.11770, 0.04298, -0.39223], [-2.52321, 1.70569, -0.47566], [-1.55643, 1.68361, -0.25885], [-2.54182, 2.18446, -1.32485], [-0.94889, -1.25053, 1.28506], [-1.86335, -1.13213, 0.81868], [-0.59446, -0.32381, 1.23926], [3.25725, -0.87308, -0.21456], [3.70158, -0.67716, -1.07511], [2.38729, -1.32430, -0.44619], [2.63870, 1.70098, 0.50550], [2.84718, 1.64272, 1.44332], [2.95359, 0.83898, 0.12832], [0.06048, 1.16508, -0.13343], [0.23957, 0.47037, -0.76052], [0.92554, 1.51289, 0.20203], [0.74830, -1.59465, -0.78683], [0.63016, -2.42301, -1.36367], [0.13780, -1.64423, 0.02755]], "forces_ev_per_angstrom": [[-0.93, 0.54, 1.27], [0.65, -0.35, -1.25], [0.07, -0.17, 0.08], [0.37, 0.51, -0.64], [-0.38, -0.12, -0.05], [-0.16, -0.29, 0.55], [-0.82, 1.31, -0.90], [1.51, -0.41, 0.61], [-0.37, -0.93, 0.18], [0.07, 0.01, -1.31], [-0.54, -0.49, 0.98], [0.73, 0.63, 0.19], [0.12, -0.20, -0.18], [0.06, 0.00, -0.02], [-0.23, 0.24, 0.49], [-0.05, 0.75, 0.79], [0.37, -0.54, -0.40], [-0.17, -0.28, -0.38], [-0.56, -1.83, -0.81], [-0.01, 1.90, 1.58], [0.28, -0.27, -0.81]], "lowdin_charge": [-0.085, 0.092, 0.014, -0.083, 0.012, 0.068, -0.117, 0.035, 0.043, -0.102, 0.075, 0.019, -0.073, 0.060, 0.015, -0.070, 0.029, 0.037, -0.124, 0.114, 0.040]}